1.
111
Properties=species:S:1:pos:R:3 method="wB97M-V/def2-TZVPD" gap_ev=5.0 total_charge=+1 relative_energy_ev=0.000 lumo_ha=-0.19561
C -2.39 -6.14 0.99
N -2.83 -5.25 -0.11
C -3.91 -5.83 -0.91
C -1.76 -4.74 -0.88
O -1.09 -3.90 -0.42
C -1.43 -5.16 -2.35
N -0.41 -6.26 -2.51
P 0.48 -6.61 -1.01
P 2.52 -6.02 -1.60
O 2.54 -5.90 -3.05
O 3.57 -7.16 -1.13
O 2.91 -4.63 -0.89
C -0.85 -7.34 -3.20
N -0.78 -8.69 -2.84
Br -1.96 -9.15 -1.47
N -1.36 -7.12 -4.39
C -1.87 -8.16 -5.26
F -0.91 -8.90 -5.74
F -2.81 -8.86 -4.70
F -2.43 -7.54 -6.29
H -3.22 -6.32 1.67
H -1.92 -7.06 0.62
H -1.63 -5.59 1.57
H -3.62 -6.73 -1.47
H -4.80 -6.06 -0.31
H -4.22 -5.10 -1.67
H -0.99 -4.26 -2.81
H -2.35 -5.34 -2.93
H 0.55 -7.99 -0.73
H 3.16 -7.82 -0.55
H 2.33 -4.48 -0.12
H 0.17 -8.97 -2.59
H -1.41 -6.17 -4.75
C -3.42 -9.86 -8.43
C -3.55 -11.33 -8.03
C -4.31 -11.90 -9.22
O -3.92 -11.14 -10.36
C -3.21 -9.97 -9.93
H -2.61 -9.34 -7.92
H -4.35 -9.33 -8.21
H -2.56 -11.78 -7.95
H -4.07 -11.48 -7.08
H -5.39 -11.80 -9.09
H -4.08 -12.96 -9.39
H -2.15 -10.10 -10.18
H -3.58 -9.10 -10.47
C -0.48 -2.15 4.20
C -0.38 -1.62 2.77
C 1.06 -1.95 2.42
O 1.40 -3.14 3.16
C 0.38 -3.40 4.13
H -1.51 -2.36 4.51
H -0.05 -1.43 4.89
H -1.06 -2.17 2.12
H -0.60 -0.56 2.68
H 1.74 -1.16 2.74
H 1.20 -2.13 1.36
H -0.20 -4.26 3.80
H 0.85 -3.64 5.09
C 2.78 1.35 -1.14
C 2.66 2.70 -0.44
C 1.33 2.56 0.28
O 1.18 1.17 0.60
C 2.17 0.41 -0.11
H 3.81 1.08 -1.40
H 2.18 1.34 -2.05
H 3.47 2.82 0.28
H 2.69 3.55 -1.12
H 0.49 2.85 -0.37
H 1.28 3.15 1.19
H 2.92 0.08 0.62
H 1.70 -0.47 -0.56
C 2.60 7.93 0.69
C 3.68 7.89 -0.38
C 3.53 6.47 -0.92
O 2.15 6.12 -0.77
C 1.50 7.10 0.06
H 2.28 8.94 0.94
H 2.96 7.45 1.60
H 3.46 8.61 -1.17
H 4.68 8.09 -0.01
H 4.12 5.76 -0.33
H 3.82 6.38 -1.96
H 0.86 7.71 -0.58
H 0.88 6.60 0.80
C -0.52 7.19 5.41
C 0.63 8.16 5.65
C 1.72 7.58 4.77
O 1.07 6.95 3.66
C -0.34 6.86 3.94
H -1.50 7.61 5.63
H -0.38 6.29 6.02
H 0.36 9.16 5.30
H 0.92 8.24 6.70
H 2.30 6.81 5.30
H 2.42 8.34 4.40
H -0.85 7.59 3.30
H -0.70 5.86 3.68
C 0.35 13.78 6.75
C 1.43 13.73 5.67
C 1.28 12.31 5.14
O -0.10 11.96 5.29
C -0.75 12.94 6.12
H 0.03 14.78 7.00
H 0.72 13.30 7.66
H 1.20 14.45 4.89
H 2.43 13.94 6.05
H 1.87 11.60 5.73
H 1.57 12.23 4.09
H -1.39 13.55 5.48
H -1.37 12.43 6.86

---

2.
15
Properties=species:S:1:pos:R:3 method="wB97M-V/def2-TZVPD" gap_ev="4.4 / 4.4" total_charge=+1 relative_energy_ev=5.653 lumo_ha="-0.24958 / -0.24953"
C -2.75 -1.22 0.03
C 1.65 -0.04 0.37
C 0.53 0.68 0.11
C 3.18 0.12 -1.37
C -1.78 1.31 -0.23
N 2.37 -0.48 -0.65
N -0.42 1.41 -0.02
S -2.68 -0.04 -1.08
H -3.31 -2.09 -0.16
H 1.67 -0.74 1.25
H 3.28 -0.41 -2.28
H 3.66 1.02 -1.17
H -2.25 1.25 0.78
H -2.20 2.21 -0.71
H -2.07 -1.34 0.80

---

3.
42
Properties=species:S:1:pos:R:3 method="wB97M-V/def2-TZVPD" gap_ev=4.7 total_charge=-1 lumo_ha=0.02484
C 1.68 -1.48 -1.75
C 2.06 -1.75 -3.20
C 2.08 -3.26 -3.46
C 3.41 -1.10 -3.60
N 4.25 -0.77 -2.48
P 5.42 0.25 -2.43
O 6.38 0.06 -3.84
Cl 4.57 2.19 -3.28
H 2.38 -1.97 -1.07
H 0.67 -1.85 -1.54
H 1.70 -0.41 -1.52
H 1.28 -1.30 -3.82
H 2.21 -3.48 -4.52
H 1.16 -3.75 -3.12
H 2.92 -3.70 -2.92
H 3.94 -1.81 -4.27
H 3.21 -0.21 -4.21
H 7.28 -0.03 -3.53
C -1.15 -1.87 4.33
C -2.15 -1.36 5.16
C -2.89 -0.26 4.76
C -2.64 0.34 3.53
C -1.63 -0.17 2.71
C -0.90 -1.28 3.11
C -1.32 0.46 1.39
O -0.47 0.01 0.66
C -2.11 1.68 1.01
C -1.80 2.31 -0.19
C -2.51 3.43 -0.58
C -3.54 3.92 0.23
C -3.84 3.29 1.43
C -3.12 2.17 1.82
C -3.46 1.52 3.12
O -4.35 1.93 3.82
H -0.58 -2.73 4.64
H -2.35 -1.83 6.11
H -3.67 0.15 5.38
H -0.12 -1.65 2.44
H -1.00 1.91 -0.80
H -2.27 3.93 -1.51
H -4.09 4.80 -0.07
H -4.63 3.66 2.07

---

4.
15
Properties=species:S:1:pos:R:3 method="wB97M-V/def2-TZVPD" gap_ev=9.2 total_charge=0 relative_energy_ev=6.764 lumo_ha=0.00279
C -0.55 -0.22 -1.49
C 0.74 -0.16 1.56
H -1.46 1.79 -2.75
H -1.33 -0.31 -3.25
H -0.98 -1.74 -0.27
H 1.66 0.37 -1.52
H 0.03 0.81 3.46
H 1.11 1.69 2.19
H 0.15 -1.81 2.26
N -0.63 0.55 -2.76
N -1.41 -1.01 -0.97
N 0.83 0.01 -0.90
N 0.92 0.68 2.71
N 0.08 -1.32 1.34
O 0.84 0.67 0.39

---

5.
19
Properties=species:S:1:pos:R:3 method="wB97M-V/def2-TZVPD" gap_ev=9.8 total_charge=0 relative_energy_ev=2.339 lumo_ha=0.03617
C 1.78 -0.69 1.03
C 1.64 -0.46 -0.26
C 0.50 -0.92 -1.06
C -0.09 0.10 -2.05
H 2.62 -0.33 1.58
H 1.13 -1.39 1.51
H 2.39 0.10 -0.80
H -0.30 -1.49 -0.53
H 1.26 -1.68 -1.53
H -0.58 -0.41 -2.86
H -0.84 0.78 -1.66
H 0.64 0.76 -2.53
C -1.27 1.40 1.11
C -1.66 0.00 1.43
O -0.93 -0.90 1.77
H -0.21 1.48 0.87
H -1.91 1.79 0.32
H -1.44 1.97 2.04
H -2.73 -0.12 1.62

---

6.
90
Properties=species:S:1:pos:R:3 method="wB97M-V/def2-TZVPD" gap_ev=8.4 total_charge=+1 lumo_ha=-0.08994
C -1.91 1.58 -4.94
N -1.21 0.98 -3.79
C -0.95 -0.47 -3.92
B -1.74 1.36 -2.52
O -2.35 0.53 -1.61
C -1.48 2.89 -2.09
N -2.11 3.98 -2.55
C -1.58 5.11 -1.97
C -0.61 4.69 -1.14
N -0.57 3.32 -1.23
C 0.31 2.42 -0.48
C 0.44 2.75 1.00
C -0.62 2.18 1.91
I -2.65 2.74 1.47
H -1.25 2.25 -5.50
H -2.78 2.17 -4.65
H -2.24 0.80 -5.63
H -1.65 -0.95 -4.61
H -0.97 -0.96 -2.95
H 0.05 -0.61 -4.33
H -3.30 0.44 -1.70
H -2.86 4.00 -3.22
H -1.90 6.12 -2.16
H 0.05 5.23 -0.50
H -0.05 1.40 -0.59
H 1.30 2.43 -0.93
H 0.56 3.81 1.17
H 1.38 2.28 1.30
H -0.47 2.55 2.92
H -0.60 1.10 1.95
C 3.32 -0.19 -0.11
O 2.51 0.67 -0.48
N 3.27 -0.81 1.07
C 4.25 -1.82 1.45
C 2.22 -0.47 2.01
H 4.14 -0.52 -0.75
H 3.76 -2.77 1.64
H 4.78 -1.50 2.34
H 4.96 -1.96 0.63
H 1.24 -0.66 1.56
H 2.28 0.59 2.26
H 2.32 -1.05 2.91
C -6.57 6.16 1.23
O -7.66 6.67 1.42
N -5.42 6.85 1.14
C -4.15 6.19 0.92
C -5.46 8.30 1.28
H -6.44 5.07 1.12
H -3.46 6.38 1.74
H -3.70 6.54 -0.01
H -4.31 5.12 0.84
H -5.87 8.57 2.25
H -6.10 8.74 0.52
H -4.45 8.70 1.19
C 4.58 -3.01 -2.57
O 3.83 -2.94 -1.61
N 4.17 -3.11 -3.84
C 5.10 -3.19 -4.95
C 2.74 -3.14 -4.11
H 5.67 -2.99 -2.46
H 4.95 -2.36 -5.64
H 4.96 -4.13 -5.50
H 6.12 -3.16 -4.58
H 2.27 -2.23 -3.74
H 2.28 -3.99 -3.60
H 2.58 -3.23 -5.18
C 2.27 -5.60 1.64
O 3.13 -4.88 2.11
N 1.25 -5.15 0.89
C 0.23 -6.04 0.37
C 1.18 -3.73 0.61
H 2.25 -6.69 1.81
H 0.21 -6.00 -0.73
H -0.76 -5.75 0.74
H 0.43 -7.06 0.68
H 2.07 -3.40 0.07
H 1.13 -3.17 1.54
H 0.30 -3.52 0.00
C 0.44 -2.26 5.26
O 0.66 -1.42 4.41
N -0.45 -3.26 5.13
C -0.67 -4.24 6.18
C -1.20 -3.37 3.89
H 0.95 -2.26 6.23
H -0.43 -5.24 5.82
H -1.70 -4.21 6.51
H -0.02 -4.01 7.03
H -0.53 -3.50 3.04
H -1.79 -2.47 3.72
H -1.86 -4.23 3.96

---

no.,electronic energy (Ha)
1,-5707.08403
2,-701.96450
3,-1778.85379
4,-429.17489
5,-310.97333
6,-2118.88395